Computed, not measured: a cluster of 8 separate species, C10H34O8 in total, with wB97M-V/def2-TZVPD.

Results
Total charge: 0
Structure (SMILES): CC(C)=O.CO.CO.CO.CO.CO.CO.CO
E_LUMO, hartree: 0.0065
M, g mol⁻¹: 282.37
Orbital gap, hartree: 0.3233
ΔE to the lowest compared entry with this formula, charge and spin, kcal/mol: 57.2

XYZ file:
```
52
Properties=species:S:1:pos:R:3:lowdin_charge:R:1
C 16.79362 -6.77695 -6.06345 -0.024
C 18.03942 -7.06996 -5.27786 -0.504
C 18.44569 -8.51933 -5.16317 -0.016
O 18.68469 -6.18528 -4.78871 0.099
H 16.72319 -7.28597 -7.02735 0.081
H 16.73672 -5.70756 -6.26415 0.087
H 15.91728 -7.06927 -5.47454 0.057
H 19.27985 -8.62952 -4.47444 0.075
H 18.74136 -8.91274 -6.13842 0.084
H 17.60624 -9.12548 -4.80557 0.070
C 18.78375 -3.48085 -1.62826 -0.192
O 18.63945 -4.10947 -2.86154 -0.131
H 17.98365 -2.75596 -1.42835 0.072
H 18.80116 -4.19873 -0.78923 0.068
H 19.75446 -2.97808 -1.60581 0.073
H 17.69196 -4.26575 -3.00017 0.023
C 18.74949 -8.81053 -1.29359 -0.176
O 18.68804 -7.44500 -1.63265 -0.126
H 19.02216 -9.39063 -2.17773 0.065
H 19.49476 -9.00387 -0.51239 0.075
H 17.77562 -9.19310 -0.95833 0.072
H 18.05623 -7.04066 -1.01864 0.018
C 17.01505 -6.99573 1.36387 -0.129
O 16.61028 -6.66442 0.04085 -0.155
H 18.08912 -7.19057 1.35422 0.082
H 16.88292 -6.15897 2.06182 0.080
H 16.49170 -7.87541 1.74035 0.088
H 15.64458 -6.69985 0.01846 0.043
C 12.58818 -6.16385 -0.29200 -0.140
O 13.75540 -6.28196 0.51966 -0.129
H 12.48416 -5.14570 -0.69316 0.081
H 12.69596 -6.81207 -1.15721 0.071
H 11.68392 -6.38105 0.27631 0.080
H 13.89008 -5.43823 0.96031 0.092
C 15.12165 -9.12889 -2.78296 -0.162
O 15.36851 -10.50981 -2.58375 -0.108
H 14.14030 -8.87790 -2.37099 0.076
H 15.87356 -8.53187 -2.25998 0.052
H 15.13763 -8.83189 -3.83499 0.071
H 15.62916 -10.90592 -3.41703 0.071
C 15.32530 -5.67957 -2.89070 -0.119
O 15.90455 -4.43673 -3.26081 -0.121
H 14.78528 -6.08724 -3.75624 0.076
H 16.09170 -6.39103 -2.60237 0.064
H 14.61477 -5.51208 -2.07700 0.069
H 15.21843 -3.75838 -3.20301 0.042
C 13.10616 -2.27075 -4.22726 -0.119
O 14.03878 -2.28440 -3.13958 -0.134
H 12.68549 -1.27667 -4.36256 0.081
H 13.65756 -2.54586 -5.12350 0.084
H 12.31643 -3.00126 -4.05129 0.077
H 13.84654 -1.56578 -2.53448 0.087
```



Computed, not measured: a cluster of 2 separate species, C4H12 in total in a non-equilibrium geometry, with wB97M-V/def2-TZVPD.

Results
Total charge: 0
Structure (SMILES): CC.CC
E_LUMO, hartree: 0.0407
M, g mol⁻¹: 60.14
Orbital gap, hartree: 0.4663
ΔE to the lowest compared entry with this formula, charge and spin, kcal/mol: 7.4

XYZ file:
```
16
Properties=species:S:1:pos:R:3:lowdin_charge:R:1
C 2.61378 2.30305 -0.01469 -0.162
C 1.27139 1.66199 -0.39817 -0.174
H 2.51062 3.38257 -0.00803 0.058
H 3.00099 1.92226 0.92773 0.058
H 3.37425 2.01042 -0.73277 0.055
H 1.32183 1.14154 -1.35562 0.055
H 0.45014 2.36227 -0.57758 0.060
H 0.95592 0.90158 0.31056 0.049
C -1.76632 -2.12641 -0.50629 -0.174
C -2.02891 -1.79414 0.94808 -0.185
H -0.98246 -2.87754 -0.66570 0.064
H -2.69930 -2.49476 -0.94217 0.063
H -1.49390 -1.23723 -1.06579 0.054
H -2.97211 -1.24815 1.02336 0.060
H -1.22067 -1.28111 1.46643 0.057
H -2.33529 -2.62635 1.59066 0.060
```



Computed, not measured: a structure of composition C13H12Cl6Cu2F21MgO21S7 in a non-equilibrium geometry, with wB97M-V/def2-TZVPD.

Results
Spin multiplicity: 4
Total charge: 0
E_LUMO (alpha / beta), hartree: -0.0607 / -0.2045
M, g mol⁻¹: 1491.76
Orbital gap (alpha / beta), hartree: 0.3135 / 0.1455

XYZ file:
```
83
Properties=species:S:1:pos:R:3:lowdin_charge:R:1
Cu 10.28248 7.50536 9.14327 0.817
Cu 10.21538 1.88424 7.31652 1.012
Mg 6.94640 5.12937 5.65141 0.557
C 6.25248 2.97669 9.69383 -0.641
F 6.55970 1.97480 10.43220 0.203
F 4.92520 3.23508 9.85160 0.131
F 7.03976 3.97695 10.09295 0.131
S 6.66214 2.72190 7.83446 0.674
O 5.67133 1.82200 7.24959 -0.252
O 6.71916 4.08886 7.22102 -0.347
O 8.03904 2.15730 7.84028 -0.346
C 11.19075 5.93741 4.72067 -0.555
F 10.81983 5.16036 3.65142 0.114
F 12.41195 5.77073 5.08049 0.153
F 10.91056 7.26662 4.46562 0.108
S 10.16060 5.36527 6.29720 0.662
O 8.81073 5.30923 5.70261 -0.406
O 10.48731 4.01718 6.72841 -0.319
O 10.38474 6.39030 7.31551 -0.339
C 10.16069 3.83512 12.00556 -0.608
F 10.16719 4.90935 12.69448 0.205
F 10.97191 2.97928 12.67481 0.139
F 8.90825 3.23698 11.97258 0.085
S 10.61004 4.20114 10.18892 0.674
O 12.08779 4.17228 10.03412 -0.302
O 10.06990 3.13816 9.24656 -0.365
O 10.03954 5.51284 9.85348 -0.338
C 14.84989 7.73578 7.80589 -0.597
F 14.33315 7.14717 6.67288 0.017
F 16.12247 7.29180 8.00186 0.119
F 14.83852 9.02789 7.80445 0.142
S 13.82059 7.02125 9.31551 0.601
O 12.37834 7.22196 9.03530 -0.387
O 14.15694 5.57432 9.41904 -0.286
O 14.30953 7.79101 10.45127 -0.290
C 14.37983 3.34318 5.18093 -0.509
F 15.42569 2.61982 4.73415 0.148
F 14.86784 4.56041 5.54309 0.112
F 13.42247 3.42448 4.19687 0.114
S 13.61389 2.47881 6.77020 0.681
O 14.42827 1.31884 7.12027 -0.153
O 13.67503 3.43107 7.91657 -0.082
O 12.22542 2.09173 6.42637 -0.298
C 8.80214 2.10631 2.72659 -0.588
F 8.52958 0.89064 2.21028 0.146
F 10.09323 2.38877 2.89418 0.145
F 8.17889 3.00505 1.95229 0.125
S 8.02810 2.21391 4.47730 0.604
O 9.11249 1.96312 5.41714 -0.334
O 7.37082 3.50245 4.69530 -0.361
O 7.01228 1.16441 4.50187 -0.264
C 6.16406 9.25097 7.40471 -0.600
F 6.73942 10.42137 7.71122 0.136
F 5.36574 8.82018 8.35550 0.174
F 5.50446 9.52536 6.25460 0.127
S 7.52629 7.89789 7.04768 0.615
O 8.31710 8.48033 5.96606 -0.307
O 8.30549 7.75582 8.29885 -0.352
O 6.78827 6.71762 6.63639 -0.323
Cl 14.92367 7.42181 3.88695 0.561
C 14.17034 8.15506 2.37812 -0.593
C 13.40293 7.11641 1.56005 -0.640
Cl 14.50716 5.81644 0.98247 0.537
H 14.92352 8.55020 1.69644 0.067
H 13.56147 9.01172 2.66711 0.062
H 13.03357 7.63936 0.67789 0.071
H 12.53628 6.72476 2.09260 0.048
Cl 10.74724 9.71083 7.73550 0.691
C 10.47906 10.65135 6.23580 -0.572
C 11.70735 11.46663 5.76567 -0.634
Cl 13.16058 10.47504 5.81583 0.618
H 9.60006 11.27881 6.38334 0.082
H 10.27798 9.97746 5.40301 0.060
H 11.80835 12.37603 6.35803 0.074
H 11.56059 11.83332 4.74975 0.076
Cl 7.42249 6.44172 3.41841 0.750
C 7.83850 6.74938 1.72817 -0.565
C 6.88190 5.93383 0.82710 -0.651
Cl 7.43644 6.02645 -0.85207 0.572
H 8.88524 6.44828 1.68599 0.069
H 7.69852 7.81591 1.55204 0.083
H 5.83854 6.23391 0.92430 0.079
H 6.91428 4.84640 0.89465 0.039
```



Computed, not measured: a structure of composition CH5NO3 in a non-equilibrium geometry, with wB97M-V/def2-TZVPD.

Results
Total charge: 0
E_LUMO, hartree: 0.0170
M, g mol⁻¹: 79.05
Orbital gap, hartree: 0.3640
ΔE to the lowest compared entry with this formula, charge and spin, kcal/mol: 137.2

XYZ file:
```
10
Properties=species:S:1:pos:R:3:lowdin_charge:R:1
N -0.80531 -0.04363 1.13586 -0.049
O -0.94351 -1.37605 0.53583 -0.208
H -0.05036 -1.70839 0.31611 0.083
H -1.63247 0.04883 1.72857 0.048
H -1.21281 -0.17136 -0.08353 0.203
C 1.24655 0.45549 -0.58868 -0.478
O 0.45983 1.49554 -0.84090 0.038
O 1.43972 -0.57918 -1.17163 0.048
H -0.19370 1.20771 -1.54373 0.142
H 1.69207 0.67105 0.51211 0.172
```



Computed, not measured: a cluster of 4 separate species, C2H14NO3 in total in a non-equilibrium geometry, with wB97M-V/def2-TZVPD.

Results
Total charge: +1
E_LUMO, hartree: -0.1050
M, g mol⁻¹: 100.14
Orbital gap, hartree: 0.4448
ΔE to the lowest compared entry with this formula, charge and spin, kcal/mol: 20.8

XYZ file:
```
20
Properties=species:S:1:pos:R:3:lowdin_charge:R:1
C 0.56711 -1.08444 0.13447 -0.008
N 0.23778 -0.29143 -1.08108 -0.066
C -0.80502 -0.80965 -1.99116 0.006
H 0.31187 -2.13360 0.00804 0.105
H 1.61568 -0.95213 0.38390 0.109
H -0.04755 -0.68612 0.92992 0.044
H 1.05321 0.06356 -1.58786 0.156
H -0.03066 0.65469 -0.77293 0.117
H -0.60956 -1.86965 -2.14747 0.102
H -0.69687 -0.32791 -2.95333 0.103
H -1.81137 -0.71903 -1.59126 0.111
H 0.55224 2.94951 -2.42743 0.068
H 0.85710 2.90277 -0.91337 0.066
O 0.87703 2.37758 -1.72472 -0.034
H -0.79839 1.84486 1.96886 0.061
H -1.80125 0.71338 1.93340 0.056
O -1.20775 1.21496 1.36284 -0.049
H -0.07625 -1.52118 3.78937 0.056
H 1.33214 -1.38204 3.43771 0.062
O 0.48052 -0.94412 3.24211 -0.067
```



Computed, not measured: a structure of composition C24H36BN6P2Pt, with wB97M-V/def2-TZVPD.

Results
Total charge: +3
E_LUMO, hartree: -0.4276
M, g mol⁻¹: 676.43
Orbital gap, hartree: 0.2107
ΔE to the lowest compared entry with this formula, charge and spin, kcal/mol: 0.0

XYZ file:
```
70
Properties=species:S:1:pos:R:3:lowdin_charge:R:1
Pt 1.26496 0.14629 0.53036 1.164
C -0.81247 -2.67384 1.19659 -0.161
P -0.85081 -0.90957 0.88612 1.018
C -1.88188 -0.59150 -0.56997 -0.395
N -3.13674 -0.97271 -0.55490 0.164
C -3.86417 -0.77807 -1.67008 -0.163
C -5.22411 -1.15339 -1.70468 0.022
C -5.94237 -0.95755 -2.84636 0.009
C -5.34313 -0.39093 -4.00694 0.008
C -4.03249 -0.01890 -4.01441 0.023
C -3.25629 -0.19463 -2.84819 -0.166
N -1.96180 0.16661 -2.83475 0.171
C -1.29012 -0.02247 -1.72371 -0.402
P 0.45232 0.40716 -1.65891 0.967
C 1.37609 -0.38113 -2.97582 -0.154
C 0.77805 2.19221 -1.60410 -0.695
C -0.02366 2.96142 -2.66385 -0.030
C 2.28514 2.43326 -1.76951 -0.051
C 0.29014 2.52885 -0.19844 -0.087
C -1.43362 -0.11319 2.45819 -0.675
C -2.80397 -0.78138 2.75266 -0.052
C -0.46950 -0.41206 3.61103 -0.056
C -1.65359 1.38751 2.30858 -0.070
H -1.85347 -2.93159 1.42162 0.084
H -0.19223 -2.90159 2.06132 0.079
H -0.51841 -3.27117 0.34271 0.056
H -5.66259 -1.59036 -0.81776 0.133
H -6.98697 -1.23669 -2.88137 0.135
H -5.94711 -0.26005 -4.89488 0.134
H -3.55985 0.40910 -4.88809 0.133
H 1.06317 0.10042 -3.90932 0.092
H 1.14939 -1.43978 -3.07623 0.066
H 2.44450 -0.22067 -2.83770 0.077
H 0.21222 2.62380 -3.67348 0.103
H 0.24377 4.01855 -2.60637 0.116
H -1.09814 2.87382 -2.50899 0.089
H 2.61334 2.23988 -2.78923 0.103
H 2.89792 1.83793 -1.08362 0.074
H 2.48945 3.48427 -1.55926 0.116
H -0.77673 2.37327 -0.08167 0.083
H 0.51436 3.56727 0.06596 0.146
H 0.85688 1.94491 0.59651 -0.007
H -2.69426 -1.82258 3.05162 0.092
H -3.50037 -0.71187 1.91830 0.079
H -3.24436 -0.25021 3.59798 0.116
H -0.28786 -1.47590 3.75344 0.088
H -0.94401 -0.04983 4.52451 0.118
H 0.48900 0.10317 3.51838 0.062
H -2.33779 1.63309 1.49355 0.097
H -0.71839 1.92811 2.18024 0.048
H -2.09879 1.76107 3.23140 0.117
B 4.53343 -0.89029 1.27649 -0.341
N 3.85983 0.20009 2.13885 -0.063
C 4.46496 0.90763 3.07891 0.017
C 3.64700 1.98162 3.45595 0.025
C 2.53398 1.85803 2.67386 -0.118
N 2.66597 0.76284 1.85947 -0.169
N 3.39664 -1.83704 0.70721 -0.037
C 3.72896 -3.06378 0.31525 -0.001
C 2.73090 -3.59363 -0.50330 0.029
C 1.78378 -2.60810 -0.57323 -0.164
N 2.18888 -1.55049 0.17115 -0.175
H 5.07520 -0.38225 0.33487 0.089
H 5.18571 -1.57828 1.99580 0.097
H 5.44536 0.62602 3.42968 0.161
H 3.85207 2.72643 4.20506 0.132
H 1.63798 2.45670 2.67198 0.111
H 4.67973 -3.47889 0.60918 0.156
H 2.72115 -4.55415 -0.98897 0.134
H 0.84981 -2.59082 -1.10668 0.099
```



Among the records above, which one has the lowest M? C4H12



The highest total charge belongs to which entry? C24H36BN6P2Pt



total charge of number 4 (CH5NO3)? 0